{
  "formula": "C5H10O",
  "method": "ωB97M-V/def2-TZVPD",
  "multiplicity": 1,
  "homo_lumo_gap_ha": 0.3630,
  "lumo_ev": 1.16,
  "relative_energy_kcal_mol": 83.4,
  "smiles": "C[C@@H](O)C1CC1",
  "homo_energy_ev": -8.7,
  "symbols": ["O", "C", "C", "C", "C", "C", "H", "H", "H", "H", "H", "H", "H", "H", "H", "H"],
  "positions_angstrom": [[1.261, -0.782, -0.959], [-1.387, -0.343, 1.518], [-0.077, -0.255, -0.875], [-0.392, 0.260, 0.546], [0.550, 0.881, -2.022], [0.075, -0.564, 1.740], [0.466, -1.561, 1.545], [0.225, 0.559, -3.004], [-0.264, 1.333, 0.664], [-1.907, 0.329, 2.200], [0.169, 1.830, -1.699], [1.677, 1.044, -2.159], [1.748, -0.292, -0.299], [-1.986, -1.193, 1.200], [0.559, -0.052, 2.569], [-0.717, -1.194, -0.967]],
  "mulliken_charge": [-0.545, -0.680, 0.126, -0.264, -0.977, -0.479, 0.235, 0.303, 0.330, 0.242, 0.366, 0.246, 0.328, 0.243, 0.281, 0.248]
}